ORCA calculation (wB97M-V/def2-TZVPD) on a molecular structure, C40H33BrMoN11O2S2.

Structure (XYZ):
```
90
Properties=species:S:1:pos:R:3:lowdin_spin:R:1
N -3.7405 -4.8378 -5.6465 0.000
C 1.9517 1.9474 1.6759 0.061
H 5.1693 6.0383 2.8446 0.000
C 1.1010 -1.6048 -1.7758 0.004
H 2.7439 -1.0281 0.9851 0.000
C -0.5820 -2.2854 -4.6908 0.000
S -1.8344 2.3000 0.9022 -0.007
C 2.3641 -1.5539 0.1344 0.004
C 4.5176 5.2071 2.6072 0.000
C 0.2745 2.1606 -3.3670 -0.001
H -4.8438 -3.6859 -0.3233 0.001
H -3.8220 -2.1936 -5.6843 0.000
C 0.9943 -1.3423 2.8834 0.028
N 0.9382 2.0326 0.8894 -0.011
C -0.7008 1.6361 3.9538 0.000
N 1.2613 -1.0401 -0.4933 0.010
S 0.7249 -1.1718 -4.3215 0.001
C -2.6884 -3.9916 -5.3539 0.000
C 3.0235 -2.6856 -0.2250 0.002
H 1.3646 1.5046 -1.6541 0.001
C -4.0112 -3.0042 -0.2033 0.021
H 5.7208 4.5346 0.9617 0.000
C 3.9957 3.2977 1.2409 0.003
H -0.6886 1.6074 7.3451 0.000
H -2.2757 -1.2836 4.6067 0.000
C -0.6457 3.4355 0.2878 -0.002
H -1.8586 -0.5404 6.9210 0.000
Mo -0.3250 0.2814 0.6107 1.709
H 3.8202 1.1338 3.4652 0.000
H 1.8759 -2.6001 4.3622 0.000
C -1.8176 -1.7587 -5.0619 0.000
H -0.4262 5.2983 -0.4721 0.000
N 0.6520 3.2693 0.3661 -0.011
C -0.8750 1.2774 6.3308 -0.001
C 2.9896 -0.7822 4.0442 0.018
C -3.0717 -2.8465 -1.2197 0.003
N -0.6471 1.0728 -1.4551 -0.001
C -2.0270 1.6007 -3.3141 0.001
C 2.4031 -3.4327 -1.2498 0.004
C -2.7666 -1.4075 1.0559 0.007
H 2.6736 -4.4682 -1.4476 0.000
H -2.0603 4.8272 -0.1591 -0.001
N -1.0949 4.5717 -0.2682 -0.003
C -1.4424 -4.5082 -4.9847 0.000
H 3.8912 -3.0267 0.3217 0.000
H -4.5333 -4.4635 -6.1336 0.000
H 1.1522 2.5496 -3.8633 0.000
C -0.4665 2.0542 5.2561 0.000
H 3.7592 -1.0128 4.7701 0.001
C 4.8292 4.3632 1.5504 0.000
C -0.3958 -3.6650 -4.6605 0.000
H -1.9393 -0.6835 -5.1162 0.000
Br -3.7414 1.5211 -4.0887 0.000
C -1.8489 1.0821 -2.0534 0.005
C -2.0209 -1.9381 -1.1128 0.027
C 0.3963 1.5866 -2.1218 0.008
H -3.5405 -5.8051 -5.8220 0.000
H 0.0255 3.0034 5.4319 0.000
C 3.3704 4.9874 3.3601 0.000
H -1.3731 -1.8144 -1.9653 0.001
C -1.8165 -1.1870 0.0400 -0.009
C 2.8483 3.0814 1.9927 0.007
H 1.6346 3.7514 3.6381 0.000
N 1.0328 -0.2000 2.1960 0.012
C 1.9515 -1.6678 3.8219 0.006
H 3.1246 5.6446 4.1844 0.000
N -1.5754 -0.0687 2.3614 0.000
H -3.1546 -3.4346 -2.1254 0.000
N 0.6374 -0.8256 -2.7105 0.006
C -2.8622 -2.6042 -5.3878 0.000
O 1.9772 -1.7789 -4.6735 0.000
H -0.4202 2.2668 3.1259 0.000
N -2.5956 -0.7857 2.2779 0.047
C -1.3535 0.4339 3.7207 0.002
C 2.5342 3.9234 3.0549 0.003
C 3.0328 0.4054 3.3257 0.007
C -0.9575 2.1638 -3.9897 0.007
O 0.3527 0.0665 -4.9550 0.000
H 0.1760 -2.0119 2.6568 0.003
N 1.4745 -2.9123 -1.9894 0.000
H -4.5482 -2.3468 1.7864 0.000
C -1.7679 -0.3465 4.7941 -0.001
C -1.5300 0.0764 6.0927 0.001
H -1.2947 -5.5841 -4.9774 0.000
C 2.0360 0.6719 2.4125 0.014
H 4.2363 2.6378 0.4137 0.000
H -2.6847 0.6748 -1.5114 0.001
C -3.8602 -2.2685 0.9525 0.012
H 0.5764 -4.0596 -4.3969 0.000
H -1.0824 2.5640 -4.9871 0.000
```

Net charge: +1
ΔE to the lowest compared entry with this formula, charge and spin: 1.6050 eV
M: 939.76 g mol⁻¹
Frontier orbital gap (alpha / beta): 6.05 / 5.24 eV
Lowest unoccupied orbital energy (alpha / beta): -3.740 / -4.550 eV
Spin multiplicity: 3

---

ORCA calculation (wB97M-V/def2-TZVPD) on a molecular structure, C40H33N6O2PdS3.

Structure (XYZ):
```
85
Properties=species:S:1:pos:R:3:lowdin_spin:R:1
C 1.6596 -2.4040 -4.0119 0.267
N -0.9682 -2.7816 -1.3667 0.098
C -2.9570 4.1325 -1.5567 0.004
C 0.1348 1.8928 -1.5432 0.069
C 0.1508 0.8287 2.6356 0.003
Pd 1.3700 -0.5083 -0.0243 1.424
H 5.5522 1.9696 -0.6981 0.001
C -1.2896 2.4255 -1.3209 0.048
N 1.1502 -1.9408 -1.8235 0.050
H -0.7984 1.5925 4.4076 0.001
H 4.4496 -1.3850 -4.4090 0.007
N 4.6342 1.5561 -0.6545 0.059
C 0.6509 -5.5174 3.7175 0.000
C -4.2863 -2.0899 1.9079 0.000
H 1.0991 3.6489 -0.6618 -0.001
C -0.4760 1.8077 3.4018 0.005
C 0.0773 -4.6186 4.6036 0.000
H -1.9888 -0.1913 4.3353 0.000
H -1.8485 0.7113 -0.1752 0.002
H 4.2350 1.4273 0.2836 0.001
C -0.3390 -3.3733 4.1652 0.000
C -0.2245 1.7107 -4.0022 0.008
C -2.1684 1.6740 -0.5526 0.009
H -4.3976 0.0487 4.5109 0.000
H -4.9334 -2.6522 1.2518 0.000
H -0.0483 -4.8879 5.6416 0.000
C 2.0421 -1.7914 -2.8497 0.063
H -0.9419 -2.2897 -0.4630 0.001
C 3.2408 -0.7617 1.2985 0.008
H -1.0063 4.2320 -2.4364 0.000
C -3.8344 3.3852 -0.7868 0.002
C 0.4734 2.3439 0.9001 0.005
H 2.3928 3.2907 -2.5446 0.000
C 3.2045 -0.9512 -2.6553 0.043
S 0.1090 -3.1284 -3.8462 0.111
H -1.1505 3.8386 3.4477 0.000
C -3.4376 2.1564 -0.2852 0.001
C 0.3678 -3.9310 1.9415 0.001
C -3.9849 -0.5870 3.7419 0.001
C 1.0398 2.5799 -0.4634 -0.002
H -0.5196 1.5082 -6.1073 0.000
H -3.2620 5.0891 -1.9550 0.000
H 2.1771 -2.4532 -4.9466 0.009
C 2.0687 3.1020 -4.6409 0.003
H 1.3656 -0.8810 2.9460 -0.001
C -0.6611 3.0711 2.8686 -0.004
H -4.8289 3.7585 -0.5908 0.000
H 0.9752 -6.4869 4.0644 0.000
H -1.1127 1.1547 -3.7417 0.000
N 3.5295 0.3439 1.5606 -0.018
S 5.3790 0.3475 -2.9608 0.091
C -2.9155 -2.1983 1.7780 0.003
C 0.3280 -0.5762 3.1202 0.005
C -2.6098 -0.7087 3.6251 0.002
S 2.9812 -2.3413 0.9900 0.188
C 4.2626 -0.8329 -3.5120 0.217
C -2.0639 -1.4869 2.6170 0.008
C -0.2079 3.3413 1.5901 0.005
H 0.4737 -3.6674 0.8979 0.000
N 0.6310 1.1316 1.4288 0.086
H 1.5328 2.7629 -6.6848 0.000
H -4.1171 1.5681 0.3151 0.000
H 2.0332 2.1171 -0.5243 -0.001
C 0.7897 -5.1721 2.3853 0.000
C -4.8272 -1.2615 2.8767 0.001
C 1.7382 2.9010 -3.3082 0.011
H -0.7999 -2.6915 4.8642 0.000
C 4.3331 0.6208 -1.5647 0.028
H -2.4928 -2.8471 1.0268 0.000
H -0.3618 4.3066 1.1348 0.001
H -1.8392 -3.1273 -1.7288 0.002
C 1.2642 2.6065 -5.6508 0.006
H -5.8969 -1.1506 2.9648 0.000
C 0.5744 2.2216 -2.9851 0.053
H 2.9668 3.6503 -4.8850 0.000
C -0.5589 -1.6033 2.3298 0.013
H 1.2311 -5.8646 1.6837 0.000
C -0.1718 -3.0149 2.8336 0.000
N 3.2616 -0.1226 -1.5576 0.022
O 0.1679 0.5473 -1.4597 0.745
O -0.3813 -1.4735 0.9929 0.187
C 0.1130 1.9064 -5.3281 0.000
C -1.6851 3.6549 -1.8252 0.006
C 0.0578 -2.5581 -2.1796 0.038
H 0.1272 -0.6502 4.1859 0.000
```

Net charge: +1
ΔE to the lowest compared entry with this formula, charge and spin: 2.2786 eV
M: 832.37 g mol⁻¹
Frontier orbital gap (alpha / beta): 6.54 / 3.47 eV
Lowest unoccupied orbital energy (alpha / beta): -3.600 / -6.662 eV
Spin multiplicity: 5